68
Properties=species:S:1:pos:R:3:forces:R:3:mulliken_charge:R:1 method="wB97M-V/def2-TZVPD" max_force_ha_per_bohr=0.0740 lumo_energy_ev=-11.35 e_tot_ev=-133264.3803 charge=+2 homo_lumo_gap_ev=1.275
O -4.2741 -4.9057 7.5472 -1.034 2.626 -0.534 -0.3929
P -4.6008 -3.3150 7.9421 1.739 -1.480 1.851 0.5242
S -6.5283 -2.7880 7.0042 -0.373 0.516 -1.128 -0.1273
Cl -3.2866 -2.0055 6.9730 -0.942 -0.952 -0.189 -0.1101
H -4.7178 -5.1505 6.7187 0.439 -0.527 -0.072 0.3608
H -7.4445 -3.5040 7.7558 0.714 -0.183 -0.730 0.3657
H -6.4433 -3.3667 5.7432 -0.673 0.081 0.739 0.2817
C -5.7727 0.1498 4.7674 3.017 0.978 0.715 -0.3081
O -7.0796 -0.2067 4.4942 -0.043 -1.859 -1.156 -0.2350
H -5.6364 1.1803 5.1226 -1.088 -0.012 -0.105 0.3238
H -5.2516 -0.4335 5.5492 -0.664 -0.345 0.022 0.0244
H -5.0581 0.1033 3.9350 -0.625 -0.107 -0.370 0.2723
C -4.1135 -3.6310 3.1046 0.021 -0.137 -0.174 -0.6821
C -2.6430 -3.3359 2.8690 -0.210 0.002 0.425 -0.2853
O -2.3379 -1.9849 3.2199 0.318 0.075 -0.198 -0.4744
H -4.7360 -2.9560 2.5183 0.096 -0.054 -0.044 0.1849
H -4.3531 -4.6602 2.8295 -0.005 0.022 0.033 0.4105
H -4.3764 -3.4769 4.1590 0.085 -0.034 0.039 0.0717
H -2.3925 -3.4711 1.8175 0.032 0.131 0.049 0.3191
H -2.0109 -4.0042 3.4626 -0.039 -0.160 -0.129 0.2574
H -2.5509 -1.8712 4.1507 -0.054 0.026 0.015 0.2270
C 1.6875 -2.1703 2.9300 -0.756 0.152 0.992 -0.5723
C 1.1457 -3.4884 2.6283 0.508 0.307 -0.106 0.1814
N 0.7154 -4.5238 2.3909 -0.042 -0.017 0.025 -0.2470
H 2.6298 -1.9857 2.3416 -0.029 -0.320 -0.871 0.3336
H 0.9877 -1.3720 2.6715 0.127 0.021 -0.216 0.4391
H 1.9253 -2.0657 3.9953 -0.100 -0.160 0.028 0.2728
Be 3.9644 -1.2334 2.8071 1.465 1.128 -0.191 0.8254
Cl -6.9185 -1.7181 3.5546 -0.705 1.364 0.975 -0.0138
O 7.3173 1.7703 0.6349 -0.534 -0.384 0.672 -0.6079
Cl 6.9240 1.6296 2.0112 3.337 1.804 0.278 1.6463
O 6.6688 2.9184 2.5905 -0.509 -0.885 -0.238 -0.5131
O 7.9503 0.9529 2.7561 -0.879 -0.157 -0.297 -0.5446
O 5.6944 0.8395 2.0737 -2.517 -1.315 0.003 -0.5134
C 5.8401 2.6025 -3.4919 0.411 -0.497 0.290 -0.9204
C 4.9990 1.7859 -2.5162 -0.082 0.395 0.408 0.4984
C 4.0015 2.6702 -1.7799 -0.122 0.005 -0.067 -1.2245
O 5.8430 1.1427 -1.5788 -0.068 -0.025 -0.400 -0.5504
H 6.4140 3.3712 -2.9681 -0.209 0.170 -0.095 0.4604
H 6.5604 1.9708 -4.0162 -0.158 0.030 -0.144 0.4808
H 5.1899 3.0966 -4.2399 0.495 -0.305 0.824 -0.0140
H 4.4655 1.0005 -3.0584 0.103 -0.068 0.058 0.2824
H 4.5192 3.4345 -1.1942 0.043 0.025 -0.104 0.3651
H 3.4118 2.0782 -1.0790 -0.038 -0.014 -0.110 0.2902
H 3.3191 3.1681 -2.4732 -0.046 0.027 0.153 0.3436
H 6.3260 1.8262 -1.0894 -0.046 -0.308 0.074 0.3667
C -0.5143 -1.3716 -5.7116 -0.100 0.338 -0.205 -1.1482
C 0.6143 -0.9595 -4.7896 -0.431 -0.807 0.099 -0.2048
O 1.3105 0.1886 -5.3115 0.646 0.517 -0.154 -0.3500
C 0.7353 1.3681 -5.0709 -0.240 -1.507 0.593 0.2674
O -0.2735 1.5321 -4.4757 0.018 0.719 -0.045 -0.3889
C 1.6000 2.4897 -5.6368 -1.435 0.804 -1.409 1.0465
F 2.0550 2.2234 -6.8642 0.405 -0.247 0.245 -0.2418
F 2.7223 2.7102 -4.8435 0.366 -0.333 0.527 -0.2523
F 0.9715 3.6418 -5.7085 0.080 -0.234 0.455 -0.1768
H -0.1404 -1.5387 -6.7232 0.056 -0.124 0.082 0.3191
H -0.9871 -2.2860 -5.3536 0.057 0.018 0.020 0.3735
H -1.2748 -0.5920 -5.7751 -0.015 -0.056 0.131 0.3373
H 1.3507 -1.7605 -4.7228 0.196 0.246 -0.142 0.3373
H 0.2558 -0.7631 -3.7776 -0.013 0.283 -0.116 0.3132
Al 4.3241 3.8144 -5.7379 -0.028 0.884 -1.224 0.4514
F -4.1023 3.2518 -3.0913 -0.212 -0.579 0.347 -0.2987
P -2.6782 3.8887 -3.5781 -0.078 0.271 0.413 1.0163
F -2.0035 2.6657 -2.7218 0.082 -0.849 -0.013 -0.3113
F -3.5668 5.2341 -3.3224 -0.194 0.547 -0.324 -0.2787
F -2.0774 4.7187 -4.8531 0.746 0.678 -0.358 -0.2810
F -2.7674 2.7994 -4.7950 -0.570 -0.807 -0.270 -0.2734
F -1.5273 4.6774 -2.7200 0.304 0.656 0.347 -0.3296

=====

44
Properties=species:S:1:pos:R:3:forces:R:3:mulliken_charge:R:1 method="wB97M-V/def2-TZVPD" max_force_ha_per_bohr=0.0030 lumo_energy_ev=2.11 e_tot_ev=-25636.3561 charge=-1 homo_lumo_gap_ev=6.572
C -1.6658 0.2772 2.3008 0.027 0.054 -0.079 -0.9727
C -3.0518 -0.2022 2.7264 0.032 -0.113 0.023 -0.0030
O -3.8396 -0.4114 1.5674 0.018 0.130 -0.003 -0.3748
C -5.2470 -0.3673 1.8221 -0.015 -0.126 0.086 -0.3673
C -5.7810 1.0371 2.1201 0.036 0.066 -0.096 -0.8352
Al -6.0551 1.6569 4.0410 -0.047 -0.050 0.072 0.0226
H -1.5140 1.3356 2.5174 -0.030 -0.021 -0.042 0.2892
H -0.8607 -0.2840 2.7816 -0.059 0.015 0.049 0.3649
H -1.5636 0.1513 1.2215 0.005 -0.027 0.036 0.1320
H -2.9744 -1.1496 3.2819 -0.058 0.035 0.003 0.2290
H -3.5419 0.5125 3.3904 0.075 -0.010 -0.002 0.0403
H -5.6818 -0.8001 0.9145 -0.022 0.058 0.009 0.2265
H -5.4767 -1.0605 2.6480 0.020 -0.009 -0.035 0.2677
H -6.7703 1.1200 1.6477 0.024 0.004 0.024 0.3477
H -5.1446 1.7426 1.5682 -0.036 -0.027 -0.007 0.3314
H -5.1620 0.7190 5.0555 -0.018 0.032 -0.014 -0.2132
H -5.6106 3.2301 4.1905 -0.012 -0.038 -0.012 -0.2408
H -7.6455 1.4856 4.4315 0.048 0.017 -0.014 -0.2477
C 1.5849 1.0744 -2.1075 0.011 -0.017 0.002 -0.1163
C 2.1579 2.4051 -1.6216 -0.014 0.004 -0.005 -0.5849
C 0.9399 3.0316 -0.9501 0.044 -0.010 -0.001 -0.4841
O 0.1747 1.9512 -0.4312 -0.010 0.038 0.029 -0.3684
C 0.6490 0.7136 -0.9602 -0.009 -0.023 -0.032 -0.3949
H 2.3372 0.3051 -2.2763 -0.007 0.002 0.003 -0.1283
H 1.0168 1.2233 -3.0290 -0.003 0.007 0.001 0.3157
H 2.9472 2.2290 -0.8870 0.001 -0.002 0.001 0.2584
H 2.5635 3.0262 -2.4205 0.001 0.000 0.004 0.3626
H 0.3384 3.5923 -1.6755 -0.012 -0.012 0.000 0.2548
H 1.1955 3.7034 -0.1286 0.008 0.001 -0.010 0.2791
H 1.1830 0.1622 -0.1790 -0.002 0.013 0.009 0.2319
H -0.2106 0.1180 -1.2693 0.008 -0.002 -0.004 0.3530
C 5.5181 -2.9603 -1.8594 0.001 0.019 0.003 -0.5385
C 5.1177 -2.6285 -3.2961 -0.014 -0.010 0.002 -0.5751
C 3.6111 -2.4454 -3.1550 0.023 0.011 -0.023 -0.3230
O 3.3963 -1.9311 -1.8420 -0.029 0.017 0.008 -0.3633
C 4.5899 -2.0461 -1.0688 0.014 -0.027 0.014 -0.4167
H 6.5702 -2.7748 -1.6461 -0.003 -0.003 0.000 0.3251
H 5.3002 -4.0069 -1.6376 -0.002 -0.002 -0.002 0.2546
H 5.5863 -1.6947 -3.6134 0.001 0.002 0.002 0.2685
H 5.3798 -3.4060 -4.0127 0.001 0.004 0.001 0.3435
H 3.0863 -3.4009 -3.2606 -0.005 0.001 0.015 0.2674
H 3.1906 -1.7421 -3.8760 0.006 -0.007 -0.004 0.2488
H 5.0348 -1.0534 -0.9372 -0.012 0.007 -0.009 0.2551
H 4.3276 -2.4377 -0.0854 0.011 -0.002 -0.003 0.2782

=====

56
Properties=species:S:1:pos:R:3:forces:R:3:mulliken_charge:R:1 method="wB97M-V/def2-TZVPD" max_force_ha_per_bohr=0.0364 lumo_energy_ev=-1.75 e_tot_ev=-125522.7164 homo_lumo_gap_ev=4.122
N 2.5716 -1.5647 3.6143 -0.010 0.396 0.018 -0.6734
P 2.6378 -0.1134 3.0781 0.015 -0.382 0.366 0.1637
N 2.0729 0.0510 1.4075 0.386 -0.618 0.182 0.2522
C 3.0558 -0.2762 0.5167 0.420 0.049 0.211 0.3843
N 4.1060 0.5543 0.4797 0.012 -0.178 0.062 -0.3458
N 3.0518 -1.3893 -0.2465 -1.188 1.202 -0.801 -0.0054
S 3.9835 -1.3148 -1.7317 0.441 -0.510 0.367 -0.1890
C 1.7384 -2.1246 -0.4391 0.192 -0.100 -0.112 -1.2607
B 1.0025 -1.7201 -1.8319 -0.359 -0.018 -0.050 1.1238
N 0.7845 -2.7561 -2.7807 0.361 0.677 0.103 -0.4013
O 0.5025 -0.4766 -2.1135 0.466 -0.171 -0.171 -0.6769
C 0.8425 -1.9854 0.7921 0.478 -0.332 0.263 0.9979
C -0.4852 -2.6880 0.5581 -0.146 0.310 0.044 -1.7926
O -1.3152 -1.8448 -0.2110 0.189 0.172 0.086 0.1707
C -2.7002 -2.1073 -0.0859 -0.142 -0.137 -0.090 -0.6706
O -3.3287 -1.7781 -1.2590 -0.315 -0.096 -0.070 -0.4283
C -3.6639 -0.3949 -1.3776 0.154 0.002 0.147 0.1972
C -3.9495 -0.1015 -2.8246 0.168 -0.035 -0.299 -0.8544
O -2.8457 -0.4427 -3.6469 -0.106 0.425 -0.013 -0.5058
C 0.7142 -0.5239 1.1637 -0.659 0.150 -0.214 0.2937
C -0.2665 -0.2056 2.2893 0.050 0.340 0.160 -0.9076
C -0.3596 1.3151 2.5039 0.070 -0.120 -0.386 -0.9157
C -1.3078 1.9351 1.4824 -0.024 -0.432 0.219 -0.3495
Br -0.8147 3.7519 1.1261 -0.077 0.236 -0.075 -0.0994
H 1.9856 -1.6383 4.4371 -0.061 -0.316 -0.013 0.2870
H 3.9322 0.3804 2.9244 -0.039 0.165 -0.204 0.1245
H 1.9451 0.8678 3.7892 -0.019 0.188 -0.165 0.1239
H 4.0082 1.5161 0.7500 -0.127 0.054 0.288 0.2917
H 5.0207 0.2277 0.2220 0.032 -0.027 -0.404 0.2070
H 3.6382 -0.0807 -2.1383 -0.224 0.017 0.063 0.2037
H 1.9883 -3.1817 -0.5267 0.256 -0.026 0.039 0.3224
H 0.4062 -2.4048 -3.6498 -0.114 -0.184 -0.113 0.2132
H 1.6013 -3.3221 -2.9506 -0.211 -0.490 0.034 0.1967
H 0.8657 0.2532 -1.6168 -0.205 0.307 0.200 0.3254
H 1.3254 -2.4777 1.6413 0.073 -0.097 -0.023 0.6213
H -0.3174 -3.6245 0.0204 -0.016 -0.190 0.066 0.3305
H -0.9385 -2.9129 1.5262 -0.072 -0.042 0.063 0.6662
H -3.1132 -1.5290 0.7514 0.062 0.084 0.124 0.3387
H -2.8637 -3.1681 0.1112 0.025 -0.128 -0.116 0.3579
H -4.5373 -0.1696 -0.7599 -0.090 0.001 0.049 0.3805
H -2.8267 0.2153 -1.0333 0.111 0.037 -0.067 -0.0706
H -4.8443 -0.6259 -3.1635 -0.132 -0.071 0.096 0.3382
H -4.1249 0.9649 -2.9447 -0.004 0.097 0.012 0.4095
H -2.8674 -1.3900 -3.7625 0.114 -0.376 0.030 0.2996
H 0.3006 0.0077 0.3078 0.188 0.100 -0.113 -0.4194
H -1.2476 -0.5401 1.9565 -0.012 -0.212 -0.044 0.2699
H -0.0522 -0.7560 3.2038 0.138 -0.032 0.073 0.4514
H 0.6105 1.7710 2.3205 0.100 0.059 0.164 0.4836
H -0.6495 1.5705 3.5191 -0.110 0.018 0.085 0.4038
H -1.2458 1.3969 0.5389 0.028 0.067 -0.119 -0.0606
H -2.3386 1.8568 1.8189 -0.071 0.268 0.011 0.4560
C -0.1617 6.8207 -1.8960 -0.037 -0.054 -0.551 0.6532
O -1.1403 6.3845 -2.5469 0.162 0.058 0.217 -0.7420
O -0.1701 6.3735 -0.5290 -0.229 -0.139 -0.009 -0.5098
O 0.7887 7.5294 -2.2173 0.066 -0.033 0.188 -0.6934
H -1.0046 5.8854 -0.5669 0.042 0.070 0.190 0.2329

=====

51
Properties=species:S:1:pos:R:3:forces:R:3:mulliken_charge:R:1 method="wB97M-V/def2-TZVPD" max_force_ha_per_bohr=0.0407 lumo_energy_ev=2.77 e_tot_ev=-42853.3860 charge=-1 homo_lumo_gap_ev=7.488
C 3.2914 -2.7430 -3.5142 0.204 0.173 -0.130 -0.5193
C 4.3848 -2.0217 -3.1098 -0.505 -0.041 -0.325 -0.8633
C 4.2347 -0.8928 -2.0995 -0.392 1.467 -0.912 1.1290
Cl 5.4806 -1.3281 -0.8329 0.016 -0.103 -0.011 -0.2449
N 4.5842 0.4270 -2.5922 -0.120 -0.609 -0.249 -0.3520
B 4.0292 0.7348 -3.9045 0.058 0.405 0.257 0.4391
O 4.7094 1.6636 -4.7094 -0.206 -0.203 -0.141 -0.5623
O 2.8623 0.1911 -4.3732 -0.007 0.562 -0.945 -0.4464
C 2.8139 -0.9230 -1.3919 -0.301 -0.136 0.337 0.1444
O 2.5933 -1.8447 -0.5975 0.135 -0.119 -0.078 -0.6982
O 2.0476 0.0155 -1.7142 0.103 0.250 -0.190 -0.7421
H 3.0903 -3.7638 -3.1955 0.997 -0.700 -1.581 0.2593
H 2.5234 -2.2443 -4.1004 -1.046 0.495 1.746 0.2505
H 5.3830 -2.2267 -3.4878 0.399 -1.027 1.514 0.3844
H 4.3363 1.1131 -1.8879 0.322 0.195 -0.047 0.2752
H 5.3705 1.2461 -5.2634 0.207 0.123 0.065 0.2820
H 2.0999 0.4643 -3.8461 0.142 -0.718 0.725 0.3180
C 1.3635 -1.3720 4.1657 0.051 -0.092 0.134 -1.4200
C -0.1021 -0.9634 4.2690 0.239 0.070 -0.147 0.2306
C -0.9158 -1.2552 3.0003 -0.296 -0.045 0.052 -0.6964
O -0.7020 -0.3557 1.9409 0.141 -0.041 0.017 -0.2840
C 0.4607 -0.6195 1.1387 -0.112 0.212 -0.089 -0.8645
N -0.1770 0.4505 4.6540 -0.178 -0.014 0.016 -0.7774
H 1.9399 -0.6718 3.5632 -0.046 -0.010 -0.064 0.3053
H 1.8148 -1.3942 5.1589 -0.015 0.051 0.007 0.3520
H 1.4677 -2.3648 3.7253 0.004 0.022 -0.049 0.3490
H -0.5511 -1.5536 5.0754 -0.073 0.015 -0.025 0.3992
H -1.9774 -1.1574 3.2568 0.007 0.039 -0.001 0.3854
H -0.7635 -2.2891 2.6615 0.120 0.011 0.022 0.4369
H 0.6556 -1.6866 1.0430 0.021 -0.005 0.035 0.3658
H 1.3382 -0.1193 1.5507 0.070 -0.119 0.002 0.2156
H 0.2895 -0.2136 0.1452 -0.025 -0.042 -0.015 0.2640
H -1.1489 0.6955 4.8228 0.007 -0.010 0.051 0.2851
H 0.0775 0.9975 3.8352 0.089 -0.005 0.022 0.3521
C -5.0849 2.4391 0.5387 -0.042 0.163 0.031 -1.5697
C -3.5852 2.1811 0.6648 -0.258 -0.218 -0.049 0.3980
C -2.9013 1.8760 -0.6761 0.263 0.154 0.060 -0.7562
O -3.1308 0.5728 -1.1720 -0.112 0.052 -0.045 -0.2901
C -4.3451 0.3893 -1.8627 0.074 -0.136 0.012 -0.7661
N -3.3608 1.1219 1.6481 0.117 0.149 -0.002 -0.6915
H -5.6447 1.5145 0.3971 0.043 -0.026 -0.023 0.2716
H -5.4609 2.9070 1.4491 0.012 -0.047 0.030 0.3957
H -5.3054 3.1069 -0.2978 -0.002 -0.022 -0.015 0.3585
H -3.1289 3.0976 1.0530 0.077 -0.005 -0.066 0.4249
H -1.8211 1.9424 -0.5282 0.005 -0.092 -0.002 0.3431
H -3.1675 2.6243 -1.4369 -0.094 -0.014 0.021 0.4674
H -4.6276 1.2846 -2.4273 -0.028 0.015 0.029 0.3369
H -5.1595 0.1152 -1.1852 -0.063 0.083 -0.043 0.2508
H -4.2017 -0.4335 -2.5635 0.032 0.010 -0.006 0.2381
H -2.3591 1.0234 1.8040 -0.019 -0.100 0.031 0.2895
H -3.6198 0.2424 1.2088 -0.010 -0.019 0.034 0.3470